1.
Density functional theory data (wB97M-V/def2-TZVPD) for an isolated molecule of C2H6N4O2.

XYZ file:
```
14
Properties=species:S:1:pos:R:3:forces:R:3
O 0.18872 -0.08320 0.01261 0.78 0.72 -1.31
C -0.47586 -0.50880 -1.17413 1.56 0.04 3.03
N 0.19388 -0.37286 2.42619 0.76 -1.72 -5.18
H 0.28359 2.09481 -1.76773 1.69 3.17 0.42
C -0.04253 -0.69666 1.15429 -1.00 -0.60 4.50
H 1.62266 0.43713 3.49377 -1.02 0.36 -1.23
H -0.86242 0.44554 -2.70797 0.91 -1.00 -1.64
O -0.53840 1.71868 -1.59727 -0.95 3.08 2.23
H -1.61018 -1.74017 -2.12828 0.63 0.18 0.93
N -1.12278 -1.59648 -1.21483 0.14 1.25 -1.45
N 1.13646 0.57406 2.57476 -1.49 0.91 6.54
N -0.08833 0.54795 -2.05270 -3.17 -5.66 -2.90
H 1.78704 0.81166 1.95537 2.67 0.66 -3.97
H -0.47184 -1.63167 1.02592 -1.52 -1.40 0.01
```
Forces are in eV/Å.

As for the SMILES: [H]/N=C(\NO)O/C=N\N. For the energy above the lowest of the compared OMol25 structures with the same formula, charge and spin, the calculation gives 120.3 kcal per mole.

=====

2.
Density functional theory data (wB97M-V/def2-TZVPD) for C2H6N4OS as an isolated structure.

XYZ file:
```
14
Properties=species:S:1:pos:R:3:forces:R:3
H -0.00482 0.97037 2.31296 0.13 -0.19 -0.32
C -0.33355 0.84440 -1.41699 2.11 0.14 0.13
H -1.46203 -0.81367 -2.14191 1.60 1.97 5.01
H 0.38522 2.22983 -2.33342 -2.11 -1.50 -1.46
H -1.24011 -0.29092 -0.05812 -0.15 -0.88 -2.50
N -0.11099 -0.02426 2.20934 0.63 -0.65 -1.42
N -0.89966 -0.34249 -1.08004 -2.54 -1.07 -2.61
H -0.70353 -0.55300 2.78554 -0.71 -0.19 1.21
C 0.54371 -0.89426 1.34401 0.62 1.55 0.61
H 1.19446 -1.34815 -0.58892 0.81 3.96 3.83
S 1.18939 1.24814 -0.31269 -1.63 -2.96 0.55
O 0.53254 -2.08289 1.44696 -1.26 -2.11 0.97
N 1.33018 -0.43036 0.33493 0.71 -0.24 -4.99
N -0.42080 1.48726 -2.50166 1.77 2.17 0.98
```
Forces are in eV/Å.

For the energy above the lowest of the compared OMol25 structures with the same formula, charge and spin, the calculation gives 87.2 kcal per mole.

=====

3.
Density functional theory data (wB97M-V/def2-TZVPD) for a 2-piece molecular cluster, C2H6N4S overall.

XYZ file:
```
13
Properties=species:S:1:pos:R:3:forces:R:3
N 1.56182 0.58158 1.43782 -2.11 0.67 0.85
N -0.58940 0.98857 2.34312 0.75 -0.74 0.37
S 3.14942 0.61040 1.36109 1.13 -0.16 -0.04
C -0.02634 -0.68775 -1.21427 1.38 -1.89 3.46
H -1.67001 -1.10015 0.16596 0.56 -0.12 -0.45
H 0.00633 -1.86117 0.40622 0.56 -1.09 1.18
H -1.64269 0.01695 -2.28789 1.90 0.14 1.15
H -0.13785 0.49488 -2.80976 -0.12 -0.13 0.56
N 0.58163 0.95361 1.93614 0.08 -0.10 -0.95
H 1.09244 -0.77379 -1.28064 -1.25 -0.01 -0.31
N -0.63866 0.18851 -1.97255 -2.83 2.67 -4.74
C -0.63024 -1.25871 -0.15613 -0.21 0.42 -0.83
H -1.05645 1.84707 2.07089 0.15 0.34 -0.25
```
Forces are in eV/Å.

As for the SMILES: [H]/N=N/N=S.C=CN. For the energy above the lowest of the compared OMol25 structures with the same formula, charge and spin, the calculation gives 115.8 kcal per mole.

=====

4.
Density functional theory data (wB97M-V/def2-TZVPD) for an isolated molecule of C2H6N4S.

XYZ file:
```
13
Properties=species:S:1:pos:R:3:forces:R:3
H -2.89937 0.35724 1.28026 -0.16 0.14 0.14
H 2.81592 1.15050 -0.31738 0.12 -0.07 0.05
C -1.29416 0.25239 -0.04422 -0.94 -1.29 1.12
H 0.63973 0.96940 -1.26546 0.77 -1.13 0.24
S -0.05760 -1.02396 -0.44544 -0.64 1.37 -0.35
H -1.87338 1.93957 0.15988 -0.35 0.90 -0.31
N 2.18135 0.04928 1.27986 0.60 0.50 -0.30
N -1.13385 1.47000 -0.33849 0.60 -0.40 0.24
N 1.13907 0.09672 -0.93051 -0.07 0.57 0.25
C 2.09925 0.43813 0.08839 -0.48 0.42 -0.55
H -2.41973 -1.24635 0.85007 -0.05 0.68 0.18
N -2.40957 -0.24630 0.65244 1.18 -0.96 -0.98
H 1.38881 -0.51792 1.51152 -0.56 -0.72 0.26
```
Forces are in eV/Å.

As for the SMILES: [H]/N=C\NS/C(N)=N/[H]. For the energy above the lowest of the compared OMol25 structures with the same formula, charge and spin, the calculation gives 23.5 kcal per mole.

=====

One value per record, in order, for gap between HOMO and LUMO: 8.51, 9.66, 8.21, 9.74 eV.